The following is a quantum chemistry calculation of a cluster of 2 separate species, C5H13NO in total in a non-equilibrium geometry, from the OMol25 dataset.

Structure (XYZ):
```
20
Properties=species:S:1:pos:R:3:nbo_charge:R:1
C -2.214 -1.665 1.353 -0.630
C -1.509 -0.805 0.355 -0.331
C -0.517 0.063 0.584 0.217
C 0.147 0.240 1.927 -0.662
N 0.119 0.671 -0.465 -0.607
C 1.260 1.569 -0.557 -0.404
H -3.057 -1.179 1.852 0.202
H -1.570 -1.937 2.196 0.200
H -2.509 -2.589 0.872 0.213
H -1.858 -0.787 -0.674 0.178
H -0.584 0.633 2.640 0.226
H 0.429 -0.753 2.285 0.225
H 1.029 0.857 1.822 0.216
H -0.346 0.627 -1.354 0.372
H 2.085 1.173 0.045 0.189
H 0.980 2.540 -0.138 0.174
H 1.636 1.662 -1.571 0.222
O 2.364 0.030 -3.431 -0.944
H 1.804 0.541 -4.026 0.470
H 2.311 -0.890 -3.715 0.476
```

For the HOMO-LUMO gap, the calculation gives 7.61 eV. As for the SMILES: C/C=C(\C)NC.O. The value obtained for the HOMO energy is -6.94 eV. The multiplicity is 1.